# 1
Entry from the Open Molecules 2025 dataset: an isolated molecule of C3H6N4O in a non-equilibrium geometry (ωB97M-V/def2-TZVPD).

Positions of all 14 atoms, in Å:
O1 1.757 -0.434 0.638
N1 -1.779 -0.075 0.362
N2 -0.120 1.038 -2.114
N3 1.053 1.184 -1.047
N4 -0.401 -0.348 0.555
C1 1.207 -1.227 1.491
C2 0.707 0.276 -0.121
C3 -0.048 -1.393 1.293
H1 -1.791 0.884 0.984
H2 -1.857 0.522 -0.607
H3 -0.515 2.088 -2.275
H4 2.162 -1.829 1.780
H5 0.509 1.037 -2.991
H6 -0.883 -1.723 2.052

Results
* HOMO-LUMO gap: 8.716 eV
* energy above the lowest of the compared OMol25 structures with the same formula, charge and spin: 157.39 kcal/mol

# 2
Entry from the Open Molecules 2025 dataset: a structure of composition C3H6N4O in a non-equilibrium geometry (ωB97M-V/def2-TZVPD).

Positions of all 14 atoms, in Å:
O1 -0.122 0.853 0.192
N1 -2.416 -0.537 -0.088
N2 2.471 -0.525 0.276
N3 -1.056 -1.076 -0.119
N4 1.245 -0.917 -0.336
C1 -0.040 -0.290 -0.015
C2 -2.556 0.667 0.053
C3 2.553 0.778 -0.330
H1 1.638 1.304 -1.219
H2 1.437 -1.868 1.369
H3 3.625 1.063 0.515
H4 -1.857 1.544 0.123
H5 -1.221 -2.048 -0.537
H6 -3.700 1.052 0.117

Results
* HOMO-LUMO gap: 7.237 eV
* energy above the lowest of the compared OMol25 structures with the same formula, charge and spin: 295.82 kcal/mol

# 3
Entry from the Open Molecules 2025 dataset: the ion C3H6N4O2S with charge +2 in a non-equilibrium geometry (ωB97M-V/def2-TZVPD).

Positions of all 16 atoms, in Å:
S1 -2.542 0.123 -0.071
O1 -3.026 -1.195 -0.059
O2 -3.253 1.327 -0.122
N1 1.522 -0.878 -0.144
N2 0.543 2.481 0.127
N3 1.766 0.480 -0.123
N4 -0.351 -2.307 0.048
C1 0.210 -1.116 0.037
C2 0.620 1.171 0.067
C3 -0.355 0.167 0.273
H1 1.369 3.062 0.067
H2 2.270 -1.546 -0.284
H3 -0.324 2.972 0.288
H4 0.194 -3.153 -0.051
H5 2.707 0.840 -0.234
H6 -1.349 -2.428 0.180

Results
* HOMO-LUMO gap: 7.072 eV
* total charge: +2

# 4
Entry from the Open Molecules 2025 dataset: an isolated molecule of C3H6N4S in a non-equilibrium geometry (ωB97M-V/def2-TZVPD).

Positions of all 14 atoms, in Å:
S1 2.438 0.176 -0.005
N1 -0.556 1.986 -0.093
N2 -2.794 -0.032 0.030
N3 -1.396 -0.307 -0.036
N4 -0.957 -1.547 -0.013
C1 0.728 -0.185 -0.071
C2 0.281 -1.533 -0.163
C3 -0.369 0.617 -0.035
H1 -0.894 2.528 0.660
H2 -2.952 1.117 -0.229
H3 2.836 -0.555 1.332
H4 0.818 -2.537 -0.013
H5 0.231 2.624 -0.372
H6 -2.982 -0.082 1.100

Results
* HOMO-LUMO gap: 8.898 eV
* energy above the lowest of the compared OMol25 structures with the same formula, charge and spin: 83.38 kcal/mol

# 5
Entry from the Open Molecules 2025 dataset: an isolated molecule of C3H6N4S in a non-equilibrium geometry (ωB97M-V/def2-TZVPD).

Positions of all 14 atoms, in Å:
S1 -3.678 -0.146 -0.031
N1 -0.953 1.044 -0.569
N2 2.305 -1.028 -0.578
N3 0.143 -0.870 0.345
N4 1.706 0.942 0.455
C1 1.407 -0.369 0.024
C2 -0.868 -0.190 -0.034
C3 -2.221 -0.802 0.207
H1 -0.132 1.637 -0.496
H2 1.495 1.047 1.483
H3 -1.826 1.446 -0.754
H4 2.009 -1.993 -0.754
H5 -2.067 -1.851 0.575
H6 2.680 1.134 0.126

Results
* HOMO-LUMO gap: 8.139 eV
* energy above the lowest of the compared OMol25 structures with the same formula, charge and spin: 22.30 kcal/mol

# 6
Entry from the Open Molecules 2025 dataset: an isolated molecule of C3H6N4S in a non-equilibrium geometry (ωB97M-V/def2-TZVPD).

Positions of all 14 atoms, in Å:
S1 -0.163 0.427 -1.154
N1 -0.134 -2.014 0.688
N2 0.102 -0.779 1.284
N3 -0.659 2.519 0.496
N4 -0.055 1.504 1.278
C1 0.377 -2.176 -0.452
C2 0.858 -1.060 -1.348
C3 -0.109 0.322 0.628
H1 0.419 -3.207 -0.816
H2 0.855 -1.367 -2.402
H3 -0.250 1.462 2.314
H4 -0.169 3.380 0.526
H5 -1.665 2.593 0.707
H6 1.883 -0.809 -1.056

Results
* HOMO-LUMO gap: 9.161 eV
* energy above the lowest of the compared OMol25 structures with the same formula, charge and spin: 68.42 kcal/mol

| no. | E (eV) |
| --- | --- |
| 1 | -11209.9513 |
| 2 | -11203.9485 |
| 3 | -24077.2200 |
| 4 | -20000.7204 |
| 5 | -20003.3692 |
| 6 | -20001.3694 |